C24H29F4NO3 | the ωB97M-V functional and the def2-TZVPD basis

Last column: natural (NBO) charge in e.
Element x y z (Å)
C (-2.98352, 4.12678, 2.41093)  -0.217
C (-1.77707, 4.14298, 2.36745)  -0.031
C (-0.27559, 4.21032, 2.00787)  -0.525
C (0.33725, 2.86424, 1.47761)  0.054
C (0.02918, 2.26804, 0.26854)  -0.186
C (-1.01294, 2.89939, -0.70871)  0.635
F (-0.81636, 4.27760, -0.91584)  -0.324
F (-2.30874, 2.68174, -0.18499)  -0.333
C (-1.03486, 2.25010, -2.15747)  0.527
F (0.16788, 2.64103, -2.77813)  -0.335
F (-2.05372, 2.83641, -2.92457)  -0.331
C (0.78110, 0.90229, 0.00301)  0.567
O (1.21033, 0.55165, -1.07808)  -0.529
C (1.02508, -0.03899, 1.25466)  -0.029
C (0.91926, -1.58020, 1.02020)  -0.453
C (-0.42787, -2.23851, 1.53810)  -0.397
C (-1.73094, -1.34994, 1.32693)  -0.412
C (-2.87188, -2.14416, 0.50802)  -0.419
C (-3.04503, -1.42285, -0.89090)  -0.065
O (-3.50045, -2.29513, -1.94403)  -0.547
C (-3.50034, -1.54563, -3.18558)  -0.071
C (-2.07036, -1.54991, -3.89302)  -0.648
C (1.34545, 0.58787, 2.43163)  -0.058
C (1.66349, -0.20655, 3.74562)  -0.449
C (0.38279, -0.67627, 4.56840)  -0.617
C (1.41040, 2.16574, 2.42370)  0.546
O (2.22526, 2.80245, 3.04994)  -0.492
H (-4.07489, 3.90758, 2.46041)  0.253
H (-0.01129, 5.03505, 1.28234)  0.276
H (0.26916, 4.47976, 2.96863)  0.263
H (-1.13372, 1.13190, -2.12841)  0.165
H (1.05081, -1.85518, -0.06092)  0.246
H (1.76304, -2.05483, 1.61749)  0.230
H (-0.57869, -3.18199, 0.92265)  0.214
H (-0.40866, -2.56775, 2.61048)  0.212
H (-2.17332, -1.13305, 2.34680)  0.217
H (-1.56671, -0.39287, 0.75893)  0.200
H (-2.65178, -3.24508, 0.42308)  0.217
H (-3.86705, -2.06829, 1.05212)  0.207
H (-2.00802, -1.06430, -1.20509)  0.148
H (-3.77492, -0.57389, -0.74894)  0.180
H (-3.80548, -0.46771, -2.97839)  0.168
H (-4.26569, -1.99200, -3.87771)  0.193
H (-2.10520, -1.24099, -4.97209)  0.225
H (-1.59581, -2.56586, -3.74852)  0.221
H (-1.43045, -0.81968, -3.30038)  0.189
H (2.37979, -1.04746, 3.52781)  0.227
H (2.22585, 0.51514, 4.42130)  0.234
H (0.26850, -1.78393, 4.42419)  0.212
H (-0.54591, -0.07908, 4.36170)  0.222
H (0.62908, -0.52384, 5.66381)  0.220
N (3.65856, -1.63086, -3.23260)  -0.509
C (3.61431, -0.56096, -2.37944)  -0.079
C (4.81108, -0.50454, -1.71123)  -0.308
C (5.61051, -1.57850, -2.18331)  -0.310
C (4.87424, -2.25351, -3.12259)  -0.085
H (2.91408, -1.91521, -3.84573)  0.409
H (2.73766, 0.06423, -2.32137)  0.236
H (5.08331, 0.22769, -0.96649)  0.217
H (6.61281, -1.82735, -1.86982)  0.219
H (5.10786, -3.12078, -3.71984)  0.207

- total energy (eV) = -43854.8288
- frontier orbital gap (eV) = 6.72